Record 1
Below is C2H15NO4 as an isolated structure, with properties calculated with ωB97M-V/def2-TZVPD.

```
! wB97M-V def2-TZVPD RIJCOSX def2/J DEFGRID3
* xyz 0 1
H 0.36 -0.18 -0.66
O -0.31 -0.86 -1.40
N 1.09 0.57 0.14
H -0.15 -0.66 -2.33
H 1.93 0.33 -0.37
C 1.05 0.07 1.52
H 1.33 -0.98 1.58
H 1.81 0.56 2.14
H 0.05 0.28 1.88
C 0.79 2.00 0.05
H 1.63 2.58 0.46
H 0.66 2.25 -1.00
H -0.09 2.30 0.61
O -1.93 -1.39 0.74
H -1.31 -1.20 -0.01
H -2.63 -2.02 0.44
O 2.29 -1.20 -1.89
H 2.68 -2.08 -1.93
H 1.35 -1.38 -1.66
O -2.66 1.19 1.23
H -3.50 1.56 0.91
H -2.68 0.24 0.99
*
```

For the relative energy (zero: lowest compared OMol25 entry of this formula, charge and spin), the calculation gives 19.5 kcal per mole. The HOMO-LUMO gap is 10.58 eV. As for the total energy: -11997.3075 eV.

=====

Record 2
Below is one molecule with the formula C4H8N2O2S2, with properties calculated with ωB97M-V/def2-TZVPD.

```
! wB97M-V def2-TZVPD RIJCOSX def2/J DEFGRID3
* xyz 0 1
C 1.73 -0.31 -0.07
C 2.13 0.91 -0.29
C 0.27 -0.42 -0.06
C -0.37 -0.99 1.34
N -0.32 0.89 -0.34
N -2.94 0.84 -1.27
O -1.30 2.04 -2.76
O -1.06 -0.38 -2.45
S 0.90 2.08 -0.55
S -1.37 0.88 -1.91
H 2.29 -1.14 -0.03
H 3.20 1.22 -0.37
H -0.10 -1.02 -0.78
H -0.20 -0.23 2.12
H -0.06 -2.04 1.59
H -1.43 -1.09 1.28
H -3.21 1.76 -1.31
H -2.91 0.35 -0.46
*
```

For the relative energy (zero: lowest compared OMol25 entry of this formula, charge and spin), the calculation gives 87.9 kcal per mole. The HOMO-LUMO gap is 8.54 eV. As for the total energy: -33020.5813 eV.

=====

Record 3
Below is a 10-piece molecular cluster, C5H30NO9S overall, with properties calculated with ωB97M-V/def2-TZVPD.

```
! wB97M-V def2-TZVPD RIJCOSX def2/J DEFGRID3
* xyz 0 2
C -0.52 -1.37 -0.09
C 0.55 -2.14 -0.87
S 0.28 -3.93 -0.69
C -0.76 0.02 -0.76
N -2.19 0.38 -1.01
C -2.88 0.21 0.30
C -2.23 1.83 -1.30
H -0.26 -1.16 0.94
H -1.47 -1.90 -0.22
H 0.58 -1.86 -1.91
H 1.54 -1.72 -0.62
H -0.40 -0.11 -1.78
H -0.23 0.81 -0.23
H -3.96 0.12 0.20
H -2.58 1.06 0.93
H -2.58 -0.61 0.94
H -2.21 1.97 -2.39
H -3.11 2.28 -0.86
H -1.34 2.32 -0.92
H -1.62 -1.87 -3.03
H -0.23 -2.32 -2.94
O -0.85 -1.98 -3.60
H 0.16 3.60 2.12
H -0.96 3.45 3.07
O -0.67 4.07 2.38
H 2.84 0.68 -0.17
H 4.10 0.71 0.64
O 3.17 0.46 0.71
H 0.70 1.41 1.61
H 1.81 1.70 2.54
O 1.19 2.16 1.96
H -0.75 -0.24 3.53
H 0.31 -0.64 2.52
O -0.38 0.01 2.68
H 0.87 -0.51 -3.73
H 0.12 0.81 -3.86
O 1.00 0.44 -3.75
H 0.33 -3.05 3.17
H 1.65 -2.56 2.68
O 0.98 -2.37 3.38
H 0.31 2.79 -1.21
H 0.78 3.80 -2.17
O 1.01 2.92 -1.85
H 2.94 -2.59 0.89
H 2.17 -3.86 1.18
O 2.79 -3.23 1.59
*
```

The expectation value of S² is 0.7528. The HOMO-LUMO gap (spin up / spin down) is 9.53 / 6.37 eV. As for the total energy: -36421.8709 eV.

=====

Record 4
Below is a 2-piece molecular cluster, C29H24F3O6S3 overall, with properties calculated with ωB97M-V/def2-TZVPD.

```
! wB97M-V def2-TZVPD RIJCOSX def2/J DEFGRID3
* xyz -1 1
C -5.18 -0.32 3.89
C -3.75 -0.35 3.44
C -3.08 -1.56 3.21
C -1.82 -1.56 2.63
C -1.15 -0.33 2.35
C 0.14 -0.29 1.73
S 1.41 0.50 2.57
C 2.55 -0.88 3.16
F 3.79 -0.35 3.18
F 2.24 -1.34 4.38
F 2.56 -1.95 2.30
O 2.18 1.27 1.61
O 0.92 1.09 3.79
C -1.78 0.87 2.77
C -3.06 0.86 3.28
H -5.49 0.73 4.01
H -5.84 -0.77 3.14
H -5.30 -0.86 4.83
H -3.56 -2.51 3.46
H -1.29 -2.47 2.37
H 0.37 -0.78 0.80
H -1.25 1.82 2.62
H -3.53 1.80 3.55
C -1.51 5.21 -1.45
C -1.83 4.25 -0.48
C -1.85 2.90 -0.82
C -1.51 2.51 -2.12
S -1.45 0.78 -2.55
C -0.02 0.06 -1.80
C 0.91 0.67 -1.02
C 2.33 0.28 -1.14
C 2.89 -0.69 -0.31
C 4.27 -0.84 -0.22
C 5.09 -0.26 -1.20
C 4.51 0.58 -2.17
C 3.15 0.91 -2.09
S 0.23 -1.74 -2.04
C -1.10 -2.28 -3.10
C -2.20 -2.93 -2.55
C -3.22 -3.38 -3.39
C -3.11 -3.21 -4.77
C -1.97 -2.60 -5.31
C -0.95 -2.16 -4.48
O 1.44 -1.91 -2.80
O 0.03 -2.38 -0.75
O -2.61 0.13 -1.95
O -1.22 0.72 -3.98
C -1.25 3.47 -3.11
C -1.24 4.82 -2.77
H -1.46 6.27 -1.17
H -2.07 4.55 0.54
H -2.12 2.14 -0.10
H 0.64 1.56 -0.46
H 2.22 -1.31 0.27
H 4.68 -1.44 0.59
H 6.17 -0.47 -1.21
H 5.11 0.98 -2.99
H 2.67 1.65 -2.75
H -2.26 -3.05 -1.47
H -4.09 -3.86 -2.95
H -3.90 -3.55 -5.43
H -1.86 -2.45 -6.39
H -0.05 -1.70 -4.88
H -1.06 3.15 -4.13
H -1.02 5.57 -3.53
*
```

The HOMO-LUMO gap is 5.96 eV. As for the total energy: -83403.1980 eV.

=====

Record 5
Below is a 12-piece molecular cluster, C9H40BF4O11 overall, with properties calculated with ωB97M-V/def2-TZVPD.

```
! wB97M-V def2-TZVPD RIJCOSX def2/J DEFGRID3
* xyz -1 1
B 0.98 0.46 -0.23
F 1.37 0.65 -1.56
F 1.42 1.52 0.49
F -0.40 0.38 -0.20
F 1.60 -0.67 0.21
C -2.17 -2.29 -5.11
O -2.45 -2.43 -3.72
H -1.11 -2.39 -5.36
H -2.65 -3.02 -5.76
H -2.50 -1.30 -5.43
H -2.11 -1.67 -3.25
C -0.77 3.26 -5.62
O 0.06 2.10 -5.87
H -1.64 2.84 -5.13
H -0.30 4.05 -5.03
H -1.04 3.54 -6.64
H 0.42 1.79 -5.03
C -2.74 -2.79 3.77
O -1.36 -3.08 3.83
H -3.24 -3.19 4.65
H -2.81 -1.70 3.79
H -3.11 -3.12 2.80
H -0.87 -2.64 3.13
C 4.00 6.08 1.05
O 4.91 5.95 2.09
H 4.24 5.45 0.19
H 2.96 5.99 1.34
H 4.17 7.09 0.66
H 4.75 5.08 2.47
C 5.27 -4.72 0.22
O 4.99 -3.86 -0.86
H 6.22 -5.24 0.08
H 5.26 -4.08 1.10
H 4.43 -5.41 0.32
H 4.23 -3.33 -0.62
C -6.87 -0.34 -1.68
O -8.13 0.27 -1.46
H -6.52 -0.07 -2.68
H -6.08 0.00 -1.01
H -6.93 -1.43 -1.70
H -8.18 1.10 -1.93
C -3.62 5.12 0.08
O -2.28 5.11 0.57
H -3.57 4.52 -0.83
H -4.30 4.65 0.79
H -3.99 6.13 -0.11
H -1.96 4.23 0.77
C -0.28 -6.96 -1.58
O -1.27 -7.74 -1.00
H 0.04 -6.25 -0.83
H 0.54 -7.59 -1.93
H -0.49 -6.40 -2.49
H -2.11 -7.37 -1.31
C 0.86 1.09 7.10
O -0.52 1.35 7.46
H 1.14 1.55 6.16
H 1.57 1.23 7.92
H 0.99 0.02 6.95
H -0.71 0.65 8.10
O 6.55 1.67 -1.14
H 5.85 1.02 -1.23
H 6.52 1.92 -0.22
O 4.74 1.42 3.58
H 4.01 1.26 2.98
H 5.02 0.54 3.86
*
```

For the relative energy (zero: lowest compared OMol25 entry of this formula, charge and spin), the calculation gives 0.0 kcal per mole. The HOMO-LUMO gap is 10.37 eV. As for the total energy: -44053.9763 eV.

=====

Record 6
Below is a 2-piece molecular cluster, CHF2O3S overall, with properties calculated with ωB97M-V/def2-TZVPD.

```
! wB97M-V def2-TZVPD RIJCOSX def2/J DEFGRID3
* xyz -1 1
C 1.56 0.37 0.38
O -2.52 -0.10 0.69
O -2.31 -1.68 -1.09
O -0.62 0.12 -0.80
F 2.51 -0.23 -0.30
F 1.80 1.73 0.30
S -2.00 -0.30 -0.61
H 1.57 0.09 1.44
*
```

For the relative energy (zero: lowest compared OMol25 entry of this formula, charge and spin), the calculation gives 78.5 kcal per mole. The HOMO-LUMO gap (spin up / spin down) is 7.50 / 8.66 eV. As for the total energy: -23464.4753 eV.